{"formula": "C31H36F7I2N2O22", "method": "the ωB97M-V functional and the def2-TZVPD basis", "gap_ev": 7.15, "charge": 1, "total_energy_ev": -115965.865, "homo_ev": -12.02, "symbols": ["C", "C", "O", "C", "C", "C", "C", "C", "N", "C", "I", "C", "C", "I", "N", "H", "H", "H", "H", "H", "H", "H", "H", "H", "H", "H", "H", "H", "H", "H", "C", "C", "O", "C", "O", "O", "F", "H", "H", "H", "C", "C", "O", "C", "O", "O", "F", "H", "H", "H", "C", "C", "O", "C", "O", "O", "F", "H", "H", "H", "C", "C", "O", "C", "O", "O", "F", "H", "H", "H", "C", "C", "O", "C", "O", "O", "F", "H", "H", "H", "C", "C", "O", "C", "O", "O", "F", "H", "H", "H", "C", "C", "O", "C", "O", "O", "F", "H", "H", "H"], "xyz": [[6.46445, -2.69356, 2.50717], [7.13515, -1.54440, 1.51753], [6.41382, -1.37973, 0.24245], [7.10441, -0.13310, 2.36333], [5.81994, 0.80993, 1.84333], [6.23434, 2.12265, 1.04443], [4.97970, 3.05382, 0.59163], [3.60944, 2.37650, 1.09964], [3.55961, 1.10208, 1.80340], [2.14572, 0.61103, 2.19745], [2.27638, 0.30277, 4.40269], [1.67863, -0.73437, 1.38558], [0.25448, -1.31186, 2.01399], [1.20054, -0.20655, -0.72631], [4.52202, 0.26102, 2.21370], [6.38742, -3.69328, 1.89549], [5.41196, -2.39673, 2.93194], [7.19918, -2.85829, 3.43280], [8.28499, -1.82534, 1.38152], [5.86602, -2.20116, 0.05228], [8.14129, 0.42645, 2.19277], [7.00095, -0.31621, 3.53820], [7.35347, 2.38323, 0.83499], [5.06599, 4.07117, 0.02895], [2.60463, 2.96003, 0.87729], [1.36813, 1.48068, 2.03096], [2.47059, -1.59602, 1.35336], [-0.48765, -0.39447, 2.02583], [0.35884, -1.72015, 3.10727], [-0.20497, -2.19736, 1.36792], [-3.35792, -3.99338, 2.15784], [-4.49670, -3.06357, 1.91225], [-4.36864, -2.10710, 2.93969], [-3.03518, -2.05996, 3.21599], [-2.49839, -1.16535, 3.84796], [-2.37036, -3.13440, 2.69152], [-5.67999, -3.69886, 2.06689], [-3.59670, -4.77137, 2.89072], [-3.00651, -4.47219, 1.23988], [-4.46611, -2.56388, 0.93814], [8.00343, 3.41795, -2.58085], [8.57992, 4.72692, -3.00030], [7.62118, 5.66396, -2.56479], [7.03636, 5.09233, -1.47488], [6.35790, 5.70083, -0.66414], [7.30926, 3.75411, -1.39634], [8.67035, 4.80473, -4.34694], [7.29698, 3.01215, -3.31273], [8.77423, 2.66792, -2.38410], [9.55054, 4.95567, -2.54742], [-4.72824, -8.21662, 3.46431], [-3.78155, -8.95664, 4.34626], [-2.52089, -8.68699, 3.77624], [-2.64996, -7.46203, 3.19358], [-1.70991, -6.77036, 2.83895], [-3.96230, -7.09890, 3.06182], [-4.00244, -10.28877, 4.28066], [-5.02195, -8.79259, 2.58034], [-5.63145, -7.90258, 3.99439], [-3.79117, -8.62793, 5.39095], [-8.62824, -2.41662, -1.18569], [-7.68155, -3.15664, -0.30374], [-6.42089, -2.88699, -0.87376], [-6.54996, -1.66203, -1.45642], [-5.60991, -0.97036, -1.81105], [-7.86230, -1.29890, -1.58818], [-7.90244, -4.48877, -0.36934], [-8.92195, -2.99259, -2.06966], [-9.53145, -2.10258, -0.65561], [-7.69117, -2.82793, 0.74095], [-5.74803, 2.04934, -1.19088], [-5.17154, 3.35832, -1.61033], [-6.13028, 4.29536, -1.17482], [-6.71510, 3.72373, -0.08491], [-7.39356, 4.33223, 0.72583], [-6.44220, 2.38551, -0.00637], [-5.08111, 3.43612, -2.95697], [-6.45448, 1.64355, -1.92277], [-4.97724, 1.29931, -0.99413], [-4.20092, 3.58707, -1.15745], [-7.26544, 6.97883, -2.32390], [-7.85254, 7.24424, -3.66799], [-8.46604, 8.50424, -3.51663], [-7.73193, 9.14378, -2.56335], [-7.77937, 10.34454, -2.35411], [-6.92928, 8.27615, -1.87455], [-8.81026, 6.33702, -3.96360], [-7.98293, 6.52885, -1.62955], [-6.37959, 6.34010, -2.37573], [-7.11709, 7.28778, -4.47838], [6.72030, -0.63773, -4.16989], [7.66699, -1.37774, -3.28794], [8.92765, -1.10810, -3.85796], [8.79858, 0.11686, -4.44061], [9.73863, 0.80853, -4.79525], [7.48624, 0.47999, -4.57238], [7.44610, -2.70987, -3.35354], [6.42659, -1.21369, -5.05385], [5.81709, -0.32369, -3.63981], [7.65737, -1.04903, -2.24325]], "lowdin_charge": [-0.083, -0.365, -0.117, -0.094, -0.096, 0.097, 0.102, 0.051, -0.217, -0.680, 0.842, -0.732, -0.229, 0.735, 0.113, 0.092, 0.083, 0.108, 0.158, 0.118, 0.127, 0.139, 0.127, 0.104, 0.154, 0.107, 0.093, 0.092, 0.061, 0.093, -0.070, -0.321, 0.151, -0.498, 0.133, 0.059, 0.083, 0.128, 0.154, 0.171, -0.065, -0.316, 0.163, -0.492, 0.131, 0.028, 0.099, 0.148, 0.148, 0.184, -0.067, -0.327, 0.151, -0.496, 0.144, 0.048, 0.088, 0.153, 0.149, 0.180, -0.065, -0.338, 0.127, -0.487, 0.131, 0.082, 0.088, 0.154, 0.151, 0.171, -0.086, -0.325, 0.112, -0.495, 0.153, 0.080, 0.083, 0.147, 0.133, 0.178, -0.082, -0.330, 0.143, -0.500, 0.147, 0.079, 0.080, 0.151, 0.127, 0.177, -0.071, -0.335, 0.149, -0.505, 0.149, 0.059, 0.085, 0.154, 0.144, 0.162]}

{"formula": "C3H7NO", "method": "the ωB97M-V functional and the def2-TZVPD basis", "gap_ev": 10.36, "e_above_lowest_kj_mol": 128.7, "charge": 0, "total_energy_ev": -6761.416, "homo_ev": -9.37, "symbols": ["C", "N", "C", "C", "O", "H", "H", "H", "H", "H", "H", "H"], "xyz": [[0.25374, 1.54720, 0.55046], [-0.34188, 0.30106, 1.00054], [-0.37002, -0.72080, 0.21325], [0.13055, -0.90371, -1.17548], [-0.75165, -1.79812, 0.88576], [-0.03610, 2.35278, 1.23180], [-0.10050, 1.85135, -0.43953], [1.34580, 1.48097, 0.53351], [-0.33507, -1.78733, -1.61981], [1.21339, -1.04590, -1.16436], [-0.12632, -0.04590, -1.79990], [-0.88194, -1.23161, 1.78376]], "lowdin_charge": [-0.140, -0.014, -0.520, 0.000, 0.019, 0.068, 0.068, 0.078, 0.086, 0.097, 0.079, 0.178]}

{"formula": "C3H6O5", "method": "the ωB97M-V functional and the def2-TZVPD basis", "gap_ev": 9.90, "e_above_lowest_kj_mol": 530.1, "charge": 0, "total_energy_ev": -13441.029, "homo_ev": -9.24, "symbols": ["C", "C", "C", "O", "O", "O", "O", "O", "H", "H", "H", "H", "H", "H"], "xyz": [[0.29043, 0.92177, 1.35713], [-1.13275, -0.78380, -1.69204], [-0.19738, 0.57945, -0.01505], [1.48959, -0.30530, 0.86893], [-0.99707, -0.38662, -0.29621], [1.06576, -1.62675, 1.25221], [0.81453, 2.05760, 1.40771], [0.22237, 1.40418, -0.91083], [1.42571, -1.68940, 2.14970], [0.70611, 2.07775, -0.30529], [-0.17689, 0.41721, 2.20767], [-1.84619, -1.60074, -1.68191], [-1.50047, 0.05280, -2.28332], [-0.16374, -1.11816, -2.05870]], "lowdin_charge": [-0.326, 0.028, -0.370, -0.158, 0.042, -0.073, -0.031, 0.178, 0.091, 0.154, 0.152, 0.100, 0.100, 0.111]}

{"formula": "C19H19ClN6O8RuS3", "method": "the ωB97M-V functional and the def2-TZVPD basis", "gap_ev": [6.59, 5.00], "e_above_lowest_kj_mol": 164.8, "charge": -1, "multiplicity": 2, "total_energy_ev": -92944.605, "s2": 0.799, "homo_ev": [-4.44, -4.44], "symbols": ["Ru", "N", "C", "S", "N", "N", "C", "C", "C", "C", "C", "C", "N", "H", "H", "H", "H", "H", "H", "H", "O", "S", "O", "O", "C", "C", "C", "C", "C", "C", "S", "O", "O", "O", "H", "H", "H", "H", "Cl", "C", "C", "O", "O", "H", "H", "C", "N", "C", "C", "N", "C", "H", "H", "H", "H", "H", "H"], "xyz": [[0.52798, 0.85401, -0.49190], [1.86667, 2.38859, -4.31843], [1.43005, 2.04576, -3.06972], [1.33360, 0.39326, -2.66562], [1.15927, 3.08063, -2.27982], [0.75849, 2.69017, -1.05278], [0.58003, 3.60643, -0.14575], [0.06183, 3.16726, 1.13059], [-0.26631, 4.04071, 2.16566], [-0.82981, 3.53179, 3.32002], [-1.06300, 2.16620, 3.41660], [-0.69700, 1.35349, 2.35551], [-0.13922, 1.83459, 1.24990], [1.81450, 1.66770, -5.01687], [1.65957, 3.32791, -4.61466], [0.80511, 4.64068, -0.36950], [-0.07908, 5.09947, 2.04874], [-1.09000, 4.19340, 4.13649], [-1.50766, 1.72861, 4.29899], [-0.82836, 0.28022, 2.38135], [3.92406, -0.55732, -0.67651], [3.74476, 0.33626, 0.43757], [4.85534, 1.19868, 0.76349], [2.46815, 1.07897, 0.41904], [3.64970, -0.76920, 1.84947], [4.82558, -1.24920, 2.37074], [4.82601, -2.18146, 3.40745], [3.62190, -2.66422, 3.95463], [2.43104, -2.20013, 3.48913], [2.37315, -1.19622, 2.42880], [0.15262, -3.04574, -0.17269], [0.81347, -2.86114, -1.42527], [1.30905, -0.64707, 2.14547], [-0.27211, -1.86182, 0.54189], [5.75843, -0.88507, 1.96053], [5.77032, -2.54355, 3.79363], [3.64931, -3.38961, 4.75824], [1.48259, -2.53519, 3.88806], [-2.64840, -6.54988, -1.59490], [-3.41893, -5.00943, -2.09069], [-2.60051, -3.74416, -1.76413], [-1.95692, -3.74937, -0.68191], [-2.73839, -2.82119, -2.57749], [-4.36811, -4.95774, -1.55823], [-3.60031, -5.06227, -3.15851], [-4.59641, -0.53622, -2.20397], [-3.44998, 0.29244, -1.88489], [-3.30331, 1.62380, -2.17548], [-2.04720, 1.95923, -1.77927], [-1.43113, 0.85125, -1.24405], [-2.30212, -0.13779, -1.33771], [-5.44719, 0.11333, -2.39834], [-4.82663, -1.18195, -1.35761], [-4.36801, -1.15206, -3.07264], [-4.08658, 2.19760, -2.63763], [-1.54611, 2.90836, -1.84111], [-2.14378, -1.16181, -1.05391]], "mulliken_spin": [-0.003, 0.000, 0.000, 0.000, 0.000, 0.000, 0.000, 0.003, 0.001, 0.000, 0.000, -0.008, 0.001, 0.000, 0.000, 0.000, 0.000, 0.000, 0.000, 0.004, 0.019, -0.009, 0.009, -0.003, 0.229, -0.114, 0.302, -0.106, 0.230, 0.050, 0.004, 0.001, 0.359, 0.002, 0.001, 0.022, -0.002, 0.006, 0.000, 0.000, 0.000, 0.001, 0.000, 0.000, 0.000, 0.000, 0.000, 0.000, 0.001, 0.000, 0.000, 0.000, 0.000, 0.000, 0.000, 0.000, 0.000]}

{"formula": "C4H6", "method": "the ωB97M-V functional and the def2-TZVPD basis", "gap_ev": 6.86, "e_above_lowest_kj_mol": 475.1, "charge": 0, "total_energy_ev": -4239.037, "homo_ev": -7.19, "symbols": ["C", "C", "C", "C", "H", "H", "H", "H", "H", "H"], "xyz": [[1.45142, -0.10963, 0.20927], [0.16418, 0.60171, 0.75665], [-1.00820, 0.82261, 0.18726], [-1.15604, -0.48711, -0.29790], [2.32256, 0.36174, 0.65902], [1.53236, -1.14720, 0.42041], [1.41969, 0.15558, -0.87508], [-1.57866, 1.65285, -0.19723], [-1.37350, -1.30759, 0.36513], [-1.77379, -0.54296, -1.22753]], "lowdin_charge": [-0.110, 0.064, -0.259, -0.107, 0.052, 0.046, 0.093, 0.095, 0.048, 0.079]}

{"formula": "C38H47F7IN3O10S", "method": "the ωB97M-V functional and the def2-TZVPD basis", "gap_ev": 7.47, "e_above_lowest_kj_mol": 0.0, "charge": 0, "total_energy_ev": -103058.305, "homo_ev": -8.85, "symbols": ["C", "C", "N", "C", "C", "C", "C", "C", "C", "C", "C", "C", "S", "O", "O", "O", "C", "C", "C", "I", "C", "O", "C", "C", "C", "C", "C", "C", "O", "C", "C", "O", "C", "C", "C", "F", "F", "C", "F", "F", "C", "F", "F", "F", "C", "C", "O", "C", "C", "O", "H", "H", "H", "H", "H", "H", "H", "H", "H", "H", "H", "H", "H", "H", "H", "H", "H", "H", "H", "H", "H", "H", "H", "H", "H", "H", "H", "H", "H", "H", "H", "H", "H", "C", "N", "C", "C", "O", "H", "H", "H", "H", "H", "H", "H", "C", "N", "C", "C", "O", "H", "H", "H", "H", "H", "H", "H"], "xyz": [[2.90927, -4.49198, 1.95844], [4.44525, -3.98384, 1.82397], [4.80311, -3.55105, 0.44176], [4.25886, -2.16556, 0.13948], [3.69798, -2.05119, -1.38749], [2.10346, -1.81841, -1.23264], [1.65596, -0.47922, -0.54959], [0.14545, -0.18228, -0.31203], [-0.36876, 1.16375, 0.43172], [0.83044, 2.18553, 0.72926], [0.14340, 3.61657, 1.10758], [1.22565, 4.55676, 1.89674], [0.48474, 5.10721, 3.50721], [0.87050, 4.08345, 4.56111], [1.07168, 6.46966, 3.83996], [-1.17790, 5.30248, 3.44382], [-0.86224, -1.26199, -0.79065], [-0.42995, -2.61252, -1.47742], [1.07575, -2.90835, -1.71339], [1.65810, -4.79427, -2.64208], [-1.62132, -3.63485, -1.86103], [-1.64992, -4.25825, -2.94763], [-2.78272, -3.73409, -0.74142], [-3.38612, -5.11135, -0.35676], [-2.86879, -6.40784, -1.12461], [-4.47567, -5.11745, 0.77758], [-5.09349, -6.54292, 1.24243], [-3.88552, -7.35588, 1.96692], [-3.75196, -7.02739, 3.37615], [-2.74442, -7.89932, 3.89708], [-1.30763, -7.43786, 4.41584], [-2.99284, -9.14078, 3.95912], [-4.92594, -3.76334, 1.41869], [-4.32820, -2.37604, 1.03271], [-4.75644, -0.98276, 1.65822], [-3.63441, -0.17952, 2.08233], [-5.45357, -0.15277, 0.70781], [-5.68108, -1.12123, 2.99396], [-5.59107, 0.17001, 3.62580], [-5.13209, -2.03574, 3.93251], [-7.23584, -1.36010, 2.66873], [-7.49197, -2.00874, 1.44820], [-7.87669, -0.08875, 2.77229], [-7.85797, -2.16556, 3.67860], [-3.21711, -2.38368, -0.06096], [-2.44587, -1.05144, -0.55801], [-3.01231, 0.04078, -0.78432], [6.25428, -3.42732, 0.24778], [7.37986, -3.66585, 1.35601], [6.65439, -3.05373, -0.90297], [2.61333, -5.22137, 1.12551], [2.82086, -5.07985, 2.95214], [2.16629, -3.61621, 2.06997], [5.09154, -4.84121, 2.22695], [4.54766, -3.11466, 2.57402], [5.12922, -1.42786, 0.33304], [3.46757, -1.92851, 0.92527], [4.19804, -1.20724, -1.97251], [3.93790, -3.05423, -1.88083], [2.49178, 0.23206, -0.20823], [-1.19352, 1.69373, -0.15506], [-0.79653, 0.79453, 1.44202], [1.51232, 2.37800, -0.18691], [1.53113, 1.84377, 1.56786], [-0.15864, 4.08410, 0.09840], [-0.76340, 3.39890, 1.76979], [2.16424, 3.90982, 2.02334], [1.42564, 5.47199, 1.24420], [-1.51903, 5.29128, 2.51905], [-3.39769, -7.31684, -0.66951], [-1.74374, -6.60292, -1.02190], [-3.20214, -6.38007, -2.23095], [-5.99339, -6.42279, 1.93746], [-5.45103, -7.11503, 0.31577], [-2.86839, -7.11396, 1.47351], [-4.07987, -8.46555, 1.75310], [-1.34079, -6.55376, 5.15075], [-0.55055, -7.24955, 3.56422], [-0.86611, -8.31767, 5.02067], [-5.74627, -3.78563, 2.22452], [7.74600, -4.75893, 1.26589], [7.03604, -3.41292, 2.42520], [8.24564, -2.95460, 1.11533], [-0.80351, 7.52680, -4.42262], [0.07076, 6.54939, -3.80926], [0.03055, 6.06112, -2.54336], [-1.04473, 6.57305, -1.62273], [0.85683, 5.22769, -2.18202], [-1.27565, 7.06363, -5.29216], [-0.19251, 8.36882, -4.75321], [-1.57189, 7.88194, -3.73882], [0.81846, 6.15899, -4.36541], [-0.94753, 6.09162, -0.64898], [-0.94002, 7.65149, -1.48672], [-2.03045, 6.33576, -2.02840], [5.08378, 8.36932, -3.91303], [3.70127, 8.78411, -3.80976], [2.86851, 9.19573, -4.80288], [3.40972, 9.24245, -6.20637], [1.71486, 9.51455, -4.53952], [5.16330, 7.34591, -3.54022], [5.68675, 9.02622, -3.28245], [5.45214, 8.41159, -4.93596], [3.26587, 8.77970, -2.89769], [2.62911, 9.58953, -6.88400], [4.24961, 9.93822, -6.26171], [3.72231, 8.24454, -6.52158]], "lowdin_charge": [-0.100, -0.256, -0.090, -0.159, -0.136, -0.168, 0.034, -0.069, -0.149, -0.211, -0.213, -0.199, 0.738, -0.349, -0.365, -0.190, 0.003, -0.073, -0.507, 0.840, -0.276, 0.006, 0.019, -0.085, -0.066, -0.077, -0.101, -0.193, -0.063, -0.390, -0.006, 0.044, 0.070, 0.001, -0.247, 0.044, 0.055, -0.200, 0.062, 0.084, -0.303, 0.110, 0.093, 0.076, 0.045, -0.237, 0.066, -0.394, -0.023, 0.000, 0.073, 0.076, 0.076, 0.122, 0.123, 0.136, 0.109, 0.123, 0.061, 0.110, 0.121, 0.136, 0.127, 0.119, 0.099, 0.104, 0.119, 0.113, 0.086, 0.065, 0.101, 0.106, 0.126, 0.120, 0.126, 0.135, 0.093, 0.095, 0.097, 0.109, 0.102, 0.079, 0.093, -0.072, 0.015, -0.550, -0.006, 0.002, 0.084, 0.057, 0.078, 0.141, 0.058, 0.091, 0.090, -0.076, 0.007, -0.544, -0.010, 0.010, 0.085, 0.085, 0.075, 0.143, 0.086, 0.086, 0.086]}

Question: Number 1 is which compound?
Answer: C31H36F7I2N2O22